Arrangement 1

Here is 4 unconnected molecules or ions with the total composition C4H11NO3 from the OMol25 dataset. Energies are from the ωB97M-V functional and the def2-TZVPD basis.

CARTESIAN COORDINATES (ANGSTROEM)
1 C -1.0217 -1.0834 0.7599
2 C -1.5870 -0.3581 1.9375
3 C -0.5977 0.4349 2.4812
4 N 0.5863 0.2086 1.8248
5 C 0.2811 -0.6414 0.7080
6 H -1.6641 -1.4818 0.0280
7 H -2.4907 -0.4717 2.3076
8 H -0.7047 1.2882 3.1262
9 H 1.2686 0.9178 1.6572
10 H 1.1148 -0.9353 0.1586
11 O 1.0232 -0.9493 -1.7840
12 H 0.1374 -0.5358 -1.7611
13 H 0.9555 -1.6665 -2.4516
14 O 3.0446 0.8139 -1.5572
15 H 2.8513 1.7057 -1.4376
16 H 2.2648 0.4916 -2.0434
17 O -1.5955 0.4706 -1.5243
18 H -1.2568 1.2060 -1.1467
19 H -2.6091 0.5862 -1.2829

Properties
SMILES: c1cc[nH]c1.O.O.O
Gap between HOMO and LUMO: 8.53 eV
Highest occupied orbital energy: -8.2 eV

Arrangement 2

Here is a single C4H11NO3 molecule from the OMol25 dataset. Energies are from the ωB97M-V functional and the def2-TZVPD basis.

CARTESIAN COORDINATES (ANGSTROEM)
1 C 1.0556 0.1693 2.3254
2 C 1.1602 -0.3696 0.9122
3 C -0.2274 -0.0384 0.0399
4 O -0.4460 1.3464 -0.0082
5 O -1.2388 -0.6992 0.6946
6 N 0.0471 -0.5443 -1.2559
7 C -1.2692 -0.4084 -2.1724
8 O 1.0738 0.1806 -1.8682
9 H 1.0247 1.2588 2.3388
10 H 0.1621 -0.2178 2.8118
11 H 1.9201 -0.1486 2.9084
12 H 1.9960 0.0658 0.3682
13 H 1.2498 -1.4531 0.8962
14 H -0.7239 1.6548 0.8609
15 H -2.0317 -0.7388 0.1464
16 H -1.5490 0.6429 -2.2992
17 H -0.9717 -0.8351 -3.1269
18 H -2.1059 -0.9958 -1.8018
19 H 0.8745 1.1306 -1.7702

Properties
SMILES: CCC(O)(O)N(C)O
Gap between HOMO and LUMO: 10.11 eV
Highest occupied orbital energy: -9.5 eV

Arrangement 3

Here is 2 unconnected molecules or ions with the total composition C4H11NO3 from the OMol25 dataset. Energies are from the ωB97M-V functional and the def2-TZVPD basis.

CARTESIAN COORDINATES (ANGSTROEM)
1 C 0.0000 0.0000 0.0000
2 O -1.4055 -0.2364 0.1498
3 C -1.8355 -1.4763 -0.4005
4 C -3.2927 -1.6871 -0.1188
5 C -3.8946 -2.9190 -0.8506
6 N -4.7067 -3.7386 -0.2990
7 O -3.6601 -3.0285 -2.0112
8 H 0.4211 -0.7356 0.7058
9 H 0.3485 1.0055 0.2902
10 H 0.3790 -0.2255 -1.0110
11 H -1.6013 -1.4891 -1.4823
12 H -1.2427 -2.2773 0.0817
13 H -3.4013 -1.7715 0.9797
14 H -3.8259 -0.7718 -0.4403
15 H -5.0109 -4.6601 -0.6230
16 H -4.9212 -3.4351 0.6541
17 O 0.7199 4.2769 0.5723
18 H 1.3032 3.5736 0.9376
19 H -0.1707 4.0760 0.9393

Properties
SMILES: COCCC(N)=O.O
Gap between HOMO and LUMO: 10.32 eV
Highest occupied orbital energy: -9.6 eV

Arrangement 4

Here is 2 unconnected molecules or ions with the total composition C4H11NO3 from the OMol25 dataset. Energies are from the ωB97M-V functional and the def2-TZVPD basis.

CARTESIAN COORDINATES (ANGSTROEM)
1 C -1.4629 -0.4918 -1.5386
2 C -0.1075 -0.7542 -0.9006
3 O 0.7916 0.2542 -1.4139
4 C -0.1963 -0.7005 0.6116
5 N 1.0524 -1.0148 1.2633
6 C 1.7894 -0.0150 1.8125
7 O 1.4500 1.1470 1.8771
8 H -1.6970 -1.1615 -2.3617
9 H -1.4723 0.5255 -1.9150
10 H -2.2645 -0.5995 -0.8110
11 H 0.3563 -1.6894 -1.2302
12 H 1.3620 0.6045 -0.7218
13 H -0.5544 0.2695 0.9165
14 H -1.0019 -1.3513 0.9085
15 H 1.4443 -1.9345 1.1779
16 H 2.7505 -0.3901 2.1991
17 O -1.1318 2.4986 0.0695
18 H -0.6165 2.3734 -0.7354
19 H -0.4914 2.4302 0.7922

Properties
SMILES: C[C@@H](O)CNC=O.O
Gap between HOMO and LUMO: 10.85 eV
Highest occupied orbital energy: -10.2 eV

Most stable: arrangement 4

Arrangement 1

Here is 4 unconnected molecules or ions with the total composition C4H11NO3 from the OMol25 dataset. Energies are from the ωB97M-V functional and the def2-TZVPD basis.

CARTESIAN COORDINATES (ANGSTROEM)
1 C -1.2566 0.2200 -0.1084
2 C -0.4246 0.1034 -1.2534
3 C 0.8663 2.1406 -0.3227
4 C -0.1931 1.5582 -1.3005
5 O -0.9011 2.3688 -1.8792
6 O -0.4236 0.5594 2.3437
7 N 0.6621 -0.7550 -1.2175
8 H -2.1959 0.7691 -0.0621
9 H 0.3588 -2.1706 2.1301
10 H -0.8831 -0.0781 0.8549
11 H -0.2296 -2.5833 1.9468
12 H 1.4582 1.3618 0.1499
13 H 0.3920 2.5690 0.5517
14 H 1.4221 2.8763 -0.8973
15 H 0.7794 -1.1387 -0.2773
16 H 0.4567 -1.6393 -1.8115
17 H 0.5371 -3.8612 -1.2793
18 H -0.6416 0.7654 3.2622
19 O 0.2164 -3.0659 -0.8300

Properties
Gap between HOMO and LUMO: 4.15 eV
Highest occupied orbital energy: -9.1 eV

Arrangement 2

Here is 2 unconnected molecules or ions with the total composition C4H11NO3 from the OMol25 dataset. Energies are from the ωB97M-V functional and the def2-TZVPD basis.

CARTESIAN COORDINATES (ANGSTROEM)
1 C 1.8035 -1.3069 0.9245
2 C 0.2533 -1.4920 0.7128
3 C -0.5444 -1.0018 -0.4462
4 N -0.9801 0.3350 -0.0641
5 C -1.6580 1.1006 -1.0459
6 O -2.0684 2.2271 -0.8146
7 O -1.7818 0.4976 -2.3246
8 H 2.0088 -0.2475 0.7775
9 H 1.9527 -1.6453 1.9682
10 H 2.5706 -1.9252 0.5096
11 H -0.0467 -2.5270 0.7947
12 H -0.0656 -1.1236 1.6181
13 H -1.4807 -1.4468 -0.7914
14 H -0.0143 -1.0773 -1.3514
15 H -1.3899 0.1358 0.9408
16 H -0.9649 0.5683 -2.7953
17 O 1.0711 3.2938 0.6269
18 H 0.8170 3.0187 -0.3404
19 H 0.5178 2.6167 1.1008

Properties
SMILES: CCCNC(=O)O.O
Gap between HOMO and LUMO: 10.50 eV
Highest occupied orbital energy: -10.2 eV

Most stable: arrangement 2

Arrangement 1

Here is 2 unconnected molecules or ions with the total composition C6H14N2 from the OMol25 dataset. Energies are from the ωB97M-V functional and the def2-TZVPD basis.

CARTESIAN COORDINATES (ANGSTROEM)
1 C -0.6783 1.8076 0.9520
2 N 0.3168 0.7974 0.6684
3 C 0.0006 -0.7503 0.1530
4 C -1.4776 -1.0195 -0.0685
5 C 0.5093 -1.6294 1.2924
6 C 0.8211 -1.0198 -1.1052
7 H -1.5593 1.4127 1.4560
8 H -1.0459 2.2034 -0.0021
9 H -0.2429 2.6441 1.5012
10 H 1.2635 0.9489 0.9963
11 H -1.6343 -2.0900 -0.2225
12 H -2.0562 -0.7646 0.8172
13 H -1.8562 -0.4724 -0.9261
14 H -0.0837 -1.4889 2.1927
15 H 1.5661 -1.4727 1.4988
16 H 0.4039 -2.6801 1.0142
17 H 1.8625 -0.7357 -0.9523
18 H 0.7814 -2.0794 -1.3663
19 H 0.3958 -0.4876 -1.9504
20 C 1.0035 2.1444 -1.7778
21 N -0.0030 1.7894 -2.2556
22 H 1.7129 2.9425 -1.9152

Properties
SMILES: CNC(C)(C)C.C#N
Gap between HOMO and LUMO: 8.73 eV
Highest occupied orbital energy: -7.8 eV

Arrangement 2

Here is 2 unconnected molecules or ions with the total composition C6H14N2 from the OMol25 dataset. Energies are from the ωB97M-V functional and the def2-TZVPD basis.

CARTESIAN COORDINATES (ANGSTROEM)
1 H 1.5468 -1.5502 2.1768
2 N 1.1840 -0.7541 1.6549
3 C -0.0681 -0.5488 1.8354
4 C -0.7798 0.4368 1.0095
5 C -0.3023 1.8557 1.2795
6 N -2.2047 0.3364 1.1489
7 H -0.7107 -1.1633 2.4776
8 H -0.2440 0.1784 -0.1351
9 H -0.6340 2.1830 2.2640
10 H 0.7829 1.8924 1.2280
11 H -0.7055 2.5411 0.5308
12 H -2.6921 1.0359 0.6032
13 H -2.5554 -0.5888 0.9318
14 C 1.1268 0.6671 -2.1793
15 C 0.9213 -0.3905 -1.3781
16 C 0.4515 -1.7174 -1.9052
17 H 0.7106 0.7159 -3.1733
18 H 1.6049 1.5642 -1.8178
19 H 1.5553 -0.4949 -0.4655
20 H -0.1652 -2.2146 -1.1583
21 H -0.1232 -1.6090 -2.8246
22 H 1.3011 -2.3751 -2.1033

Properties
SMILES: [H]/N=C/[C@H](C)N.C=CC
Gap between HOMO and LUMO: 9.32 eV
Highest occupied orbital energy: -8.3 eV

Most stable: arrangement 2

Arrangement 1

Here is a single C6H14N2 molecule from the OMol25 dataset. Energies are from the ωB97M-V functional and the def2-TZVPD basis.

CARTESIAN COORDINATES (ANGSTROEM)
1 C -2.8509 0.4764 -0.6547
2 C -1.7141 0.0335 0.2660
3 N -1.3455 -1.3530 0.3091
4 N -0.4945 -0.3510 -0.3923
5 C 0.9107 -0.0981 -0.0591
6 C 1.2592 -0.4189 1.4482
7 C 1.6565 -0.8892 -1.0746
8 C 1.0903 1.4359 -0.2573
9 H -2.4532 1.3911 -1.1467
10 H -3.6503 0.6377 0.0787
11 H -3.1607 -0.3924 -1.2777
12 H -1.7312 0.6633 1.1028
13 H -0.8810 -1.6198 1.1882
14 H 2.2931 -0.1248 1.5544
15 H 0.5648 0.0202 2.1549
16 H 1.3267 -1.4952 1.6996
17 H 1.2039 -1.9047 -1.2964
18 H 2.6675 -1.0930 -0.6928
19 H 1.7897 -0.3214 -1.9340
20 H 0.5343 1.7218 -1.1262
21 H 0.8645 2.0660 0.5439
22 H 2.1202 1.6156 -0.4342

Properties
SMILES: C[C@H]1NN1C(C)(C)C
Gap between HOMO and LUMO: 9.27 eV
Highest occupied orbital energy: -8.4 eV

Arrangement 2

Here is a single C6H14N2 molecule from the OMol25 dataset. Energies are from the ωB97M-V functional and the def2-TZVPD basis.

CARTESIAN COORDINATES (ANGSTROEM)
1 C -1.2017 0.3051 1.7918
2 C -0.7558 0.5702 0.3924
3 C 0.6589 0.2599 -0.0763
4 C 1.6298 -0.4314 0.8572
5 C 1.3357 1.3228 -0.9118
6 C -0.5282 -0.5266 -0.6119
7 N -0.7027 -1.9098 -0.2563
8 N -1.0234 -0.3718 -1.9547
9 H -2.2842 0.4493 1.8695
10 H -0.7199 1.0114 2.4758
11 H -0.9785 -0.7074 2.1387
12 H -1.1960 1.4977 0.0394
13 H 1.1598 -1.1779 1.5035
14 H 2.1185 0.3036 1.5056
15 H 2.4054 -0.9425 0.2764
16 H 1.7620 2.0923 -0.2583
17 H 0.6538 1.8321 -1.5986
18 H 2.1488 0.8861 -1.5006
19 H -0.1030 -2.4645 -0.8647
20 H -1.6469 -2.1986 -0.4968
21 H -2.0380 -0.2893 -1.9382
22 H -0.6945 0.4894 -2.3820

Properties
SMILES: C[C@H]1C(C)(C)C1(N)N
Gap between HOMO and LUMO: 9.73 eV
Highest occupied orbital energy: -8.8 eV

Most stable: arrangement 2

Arrangement 1

Here is a single C6H14N2 molecule from the OMol25 dataset. Energies are from the ωB97M-V functional and the def2-TZVPD basis.

CARTESIAN COORDINATES (ANGSTROEM)
1 C 2.4918 -0.1382 -1.2229
2 C 1.3376 0.7361 -0.6922
3 C 0.2602 -0.0316 0.0594
4 C 0.2650 -0.1278 1.3800
5 N 1.2328 0.3869 2.2417
6 C -0.8126 -0.6898 -0.7645
7 C -2.2843 -0.2521 -0.6044
8 N -2.7157 -0.1841 0.7730
9 H 3.4427 0.3346 -1.0024
10 H 2.3754 -0.3809 -2.2661
11 H 2.5415 -1.0914 -0.6936
12 H 0.8472 1.2464 -1.5227
13 H 1.7183 1.5221 -0.0462
14 H -0.5310 -0.6701 1.8724
15 H 1.6708 1.2584 1.9951
16 H 1.0149 0.3256 3.2202
17 H -0.8230 -1.7802 -0.6559
18 H -0.6233 -0.5690 -1.8363
19 H -2.4347 0.6682 -1.1667
20 H -2.8575 -1.0106 -1.1558
21 H -2.4015 0.6888 1.1933
22 H -3.7145 -0.2415 0.8943

Properties
SMILES: CC/C(=C\N)CCN
Gap between HOMO and LUMO: 8.68 eV
Highest occupied orbital energy: -7.6 eV

Arrangement 2

Here is 2 unconnected molecules or ions with the total composition C6H14N2 from the OMol25 dataset. Energies are from the ωB97M-V functional and the def2-TZVPD basis.

CARTESIAN COORDINATES (ANGSTROEM)
1 C 0.6688 -0.7890 1.9264
2 C 0.7760 0.5118 1.1715
3 C 1.7306 0.7111 0.1751
4 N 1.8948 -0.2636 -0.7591
5 H -0.3580 -0.9504 2.2553
6 H 1.3012 -0.7439 2.8163
7 H 0.9816 -1.6355 1.3188
8 H 0.5779 1.3771 1.7944
9 H 2.0391 1.7245 -0.0684
10 H 0.8597 -0.6508 -1.0203
11 H 2.3112 0.0781 -1.6195
12 C -1.3035 -1.7829 -0.8058
13 C -0.8239 -0.3670 -0.9976
14 N -0.8657 0.5123 0.0045
15 C -1.0840 1.8958 -0.4011
16 H -0.8785 -2.4305 -1.5744
17 H -1.0159 -2.1827 0.1631
18 H -2.3932 -1.8382 -0.8919
19 H -0.9488 0.0279 -2.0110
20 H -2.1582 2.0558 -0.5126
21 H -0.5856 2.1702 -1.3403
22 H -0.7257 2.5700 0.3765

Properties
SMILES: C/C=C\N.C/C=N/C
Gap between HOMO and LUMO: 8.22 eV
Highest occupied orbital energy: -7.1 eV

Most stable: arrangement 1

Arrangement 1

Here is a single C6H14N2 molecule from the OMol25 dataset. Energies are from the ωB97M-V functional and the def2-TZVPD basis.

CARTESIAN COORDINATES (ANGSTROEM)
1 C 0.5789 -0.6583 1.8114
2 C 0.9572 -0.4941 0.5238
3 C 1.7522 -1.5609 -0.1873
4 N 0.5664 0.5905 -0.2415
5 C 0.9569 1.9398 0.1676
6 N -0.9300 0.5116 -0.7120
7 C -2.0109 0.6586 0.2476
8 C -1.1820 -0.5575 -1.6644
9 H 0.0636 0.1266 2.3504
10 H 0.8742 -1.5373 2.3731
11 H 1.0990 -2.2729 -0.6981
12 H 2.4097 -1.1165 -0.9414
13 H 2.4018 -2.1179 0.4957
14 H 0.4585 2.2410 1.0951
15 H 2.0421 1.9901 0.3138
16 H 0.6918 2.6577 -0.6149
17 H -1.8113 1.4579 0.9683
18 H -2.9347 0.9325 -0.2788
19 H -2.2199 -0.2657 0.8003
20 H -0.3286 -0.7112 -2.3320
21 H -2.0388 -0.2969 -2.2982
22 H -1.3960 -1.5172 -1.1783

Properties
SMILES: C=C(C)N(C)N(C)C
Gap between HOMO and LUMO: 9.25 eV
Highest occupied orbital energy: -8.2 eV

Arrangement 2

Here is a molecular structure, C6H14N2 from the OMol25 dataset. Energies are from the ωB97M-V functional and the def2-TZVPD basis.

CARTESIAN COORDINATES (ANGSTROEM)
1 C -0.8379 0.0125 1.9823
2 C -1.1527 -0.4693 -1.9559
3 C 0.0834 -0.6379 0.9930
4 C -0.7731 0.6642 -1.0539
5 C -1.5105 1.7685 -0.9693
6 N 0.0753 -1.8963 0.8317
7 H 0.8180 -2.2638 0.2452
8 H -0.4041 -0.0411 2.9851
9 H -1.0159 1.0615 1.7540
10 H -1.7905 -0.5090 1.9708
11 H -1.0774 -1.4286 -1.4353
12 H -2.1812 -0.3800 -2.3211
13 H -0.4895 -0.5402 -2.8240
14 H -1.2169 2.6158 -0.3577
15 H -2.4988 1.8654 -1.4174
16 C 2.4598 -0.3402 0.0950
17 N 1.2437 0.2624 0.6462
18 H 1.4549 0.9177 1.3957
19 H 0.5367 0.7776 -0.4111
20 H 2.1910 -0.7994 -0.8564
21 H 2.8881 -1.0840 0.7690
22 H 3.1975 0.4441 -0.0659

Properties
Gap between HOMO and LUMO: 8.60 eV
Highest occupied orbital energy: -7.9 eV

Most stable: arrangement 1